12
Properties=species:S:1:pos:R:3:forces:R:3 method="wB97M-V/def2-TZVPD" e_homo_ev=-9.20 orbital_gap_ev=9.99 e_lumo_ev=0.79 energy_ev=-8339.0363 smiles="C=C(O)CC=O" relative_energy_ev=1.425
O -0.839537 -0.714853 -1.616423 0.151 0.083 -0.146
C -0.506149 0.046600 -0.546227 0.043 0.446 0.258
C -0.301834 -0.764724 0.710752 -0.037 -0.130 -0.020
C 1.145888 -0.512770 1.102939 0.265 -0.131 -0.173
O 2.061149 -1.210898 0.747172 -0.382 0.229 0.321
C -0.272825 1.360316 -0.583515 0.006 0.084 0.043
H -0.870357 -0.138916 -2.392743 -0.043 -0.153 0.022
H -0.081323 1.903038 0.336971 0.067 -0.146 -0.164
H -0.988449 -0.455709 1.506660 0.136 -0.022 -0.151
H -0.434089 -1.824688 0.491540 -0.023 0.088 0.015
H 1.319922 0.424266 1.677776 0.065 -0.212 -0.052
H -0.231046 1.937664 -1.502396 -0.246 -0.137 0.047